The following is a DFT calculation (ωB97M-V/def2-TZVPD) of a structure of composition C4H8N2O2 in a non-equilibrium geometry.

E_tot (eV): -11345.977
Energy relative to the best compared isomer or geometry (same formula, charge and spin) (kJ/mol): 784.9
HOMO-LUMO gap (eV): 10.0

CARTESIAN COORDINATES (ANGSTROEM)
C 2.122 -0.201 -0.271
C 1.776 1.030 0.451
C 0.781 0.419 -0.591
C -2.425 -0.236 -0.303
H 1.021 -1.654 0.435
H 3.162 0.067 -0.785
H 1.329 0.999 1.474
H 2.403 2.101 0.182
H 0.541 1.177 -1.332
H -1.245 -0.744 1.697
H -1.822 -0.477 -1.200
H -4.345 -0.418 -0.664
N -1.359 0.103 0.703
N -3.711 -0.102 0.066
O 1.961 -1.555 0.163
O -0.188 -0.509 -0.024

Forces on the atoms, in the same order (eV/Å):
2.2 -0.6 -1.3
-0.8 2.3 1.8
0.7 1.1 1.3
-3.2 1.0 3.4
0.9 0.2 -0.3
-2.7 -1.6 0.2
0.7 0.1 -0.8
-2.0 -3.5 0.7
-0.6 -1.0 -0.5
-1.4 3.5 -3.9
-1.3 -0.1 -0.1
0.2 0.2 -0.3
1.0 -4.2 1.4
5.1 -1.0 -1.4
1.0 1.1 0.3
0.0 2.3 -0.5



The following is a DFT calculation (ωB97M-V/def2-TZVPD) of an isolated molecule of C4H9N3O in a non-equilibrium geometry.

E_tot (eV): -10806.987
Energy relative to the best compared isomer or geometry (same formula, charge and spin) (kJ/mol): 528.3
HOMO-LUMO gap (spin up / spin down) (eV): 7.0 / 8.1

CARTESIAN COORDINATES (ANGSTROEM)
C -1.676 -1.093 -0.045
N -0.943 1.782 -0.356
C -0.309 0.805 -1.042
C -0.555 -0.584 -0.912
H -1.541 1.510 0.410
H -0.452 2.651 -0.206
H 0.430 1.138 -1.760
H -0.361 -1.163 -1.807
H -2.647 -0.852 -0.485
H -1.596 -2.174 0.063
H -1.625 -0.662 0.956
C 2.148 0.136 1.535
N 0.921 -0.857 -0.118
N 0.977 -0.033 1.063
O 1.950 -1.050 -0.799
H 2.239 0.693 2.460
H 3.039 -0.248 1.043

Forces on the atoms, in the same order (eV/Å):
0.1 0.0 0.0
-0.2 0.2 0.2
-0.4 0.3 -0.5
1.2 0.1 0.6
0.1 0.0 -0.1
0.0 -0.1 0.0
0.1 -0.1 0.1
0.0 0.0 0.0
0.1 0.0 0.0
0.0 0.0 0.0
0.0 0.0 -0.1
-0.1 -0.1 -0.2
-0.6 -0.3 0.6
0.1 -0.2 -0.6
-0.1 0.3 0.0
-0.1 -0.1 0.0
-0.1 0.0 0.0



The following is a DFT calculation (ωB97M-V/def2-TZVPD) of a structure of composition C28H22Cl6InN5OPSe2Te2 in a non-equilibrium geometry.

E_tot (eV): -273772.038
Charge: -1
Energy relative to the best compared isomer or geometry (same formula, charge and spin) (kJ/mol): 0.0
HOMO-LUMO gap (eV): 6.3

CARTESIAN COORDINATES (ANGSTROEM)
In -0.279 0.788 0.907
Cl 6.455 -1.160 3.765
C 5.131 -0.897 2.622
C 5.253 0.185 1.741
C 4.179 0.523 0.970
C 2.913 -0.104 1.051
O 1.898 0.336 0.384
C 2.855 -1.237 1.932
C 1.696 -2.073 2.016
N 0.631 -1.918 1.356
C -0.402 -2.815 1.657
C -0.942 -2.925 2.944
C -2.102 -3.682 3.204
C -2.807 -4.298 2.191
C -2.316 -4.205 0.877
C -3.013 -4.851 -0.166
C -2.442 -4.821 -1.434
C -1.205 -4.256 -1.596
N -0.545 -3.608 -0.655
C -1.099 -3.532 0.561
C 3.953 -1.602 2.713
H 6.197 0.668 1.695
H 4.188 1.428 0.366
H 1.798 -2.970 2.663
H -0.495 -2.329 3.726
H -2.510 -3.731 4.208
H -3.720 -4.846 2.331
H -3.952 -5.329 0.041
H -2.934 -5.334 -2.279
H -0.703 -4.313 -2.562
H 3.842 -2.491 3.347
Se 0.984 1.747 2.912
Te -0.533 3.172 4.202
Te -1.531 4.640 2.200
Se -2.357 2.786 0.802
Cl -1.610 -0.559 -2.040
C -2.527 -0.858 -0.559
C -2.079 -0.448 0.683
C -2.932 -0.555 1.748
Cl -2.482 0.158 3.244
C -4.208 -1.118 1.618
Cl -5.271 -1.170 2.995
C -4.625 -1.545 0.391
Cl -6.196 -2.241 0.190
C -3.803 -1.427 -0.759
Cl -4.360 -1.966 -2.283
C 0.976 3.159 -4.169
N 2.058 2.561 -3.343
C 2.719 3.654 -2.695
N 1.799 4.526 -1.898
C 0.711 5.014 -2.745
N -0.001 3.962 -3.427
C -0.733 3.094 -2.509
P 0.320 2.270 -1.221
C 1.566 1.565 -2.385
C 1.278 3.828 -0.737
H 0.524 2.408 -4.757
H 1.505 3.828 -4.910
H 3.155 4.330 -3.438
H 3.514 3.275 -2.053
H 1.150 5.741 -3.484
H 0.026 5.609 -2.087
H -1.266 2.337 -3.091
H -1.484 3.643 -1.924
H 1.113 0.812 -3.010
H 2.392 1.141 -1.785
H 2.102 3.579 -0.078
H 0.586 4.447 -0.172

Forces on the atoms, in the same order (eV/Å):
0.1 0.2 0.1
-0.2 -0.3 -0.3
0.1 0.2 0.5
-0.6 -1.3 0.4
-0.5 1.1 -0.5
-0.1 -0.6 0.6
0.1 0.1 -0.3
0.2 0.5 -0.5
0.7 -0.7 0.5
-1.2 -0.3 -0.1
-1.7 -0.7 -0.2
0.6 0.1 -1.3
-0.9 -0.5 -0.4
1.0 0.9 0.8
0.0 -0.3 -0.6
1.2 0.7 -1.0
-2.0 -1.4 0.5
1.4 0.9 -0.3
0.1 0.1 -0.3
0.4 0.2 1.6
0.3 -0.3 0.0
0.5 0.7 -0.1
0.3 -0.2 -0.1
0.0 0.4 -0.1
0.1 0.0 0.1
0.2 0.1 0.1
-0.3 -0.1 0.4
-0.3 -0.2 0.0
0.3 0.4 0.5
-0.1 0.0 0.1
0.2 0.5 -0.1
0.7 -0.2 -0.1
-0.4 0.1 0.6
0.1 0.5 -0.1
-0.3 -0.1 -0.2
0.1 -0.1 0.6
-1.1 -0.3 -1.0
0.8 0.4 -0.9
-0.7 -0.2 0.3
0.1 -0.2 0.3
0.3 0.6 1.1
0.2 -0.1 -0.4
-0.2 -0.6 -1.7
0.0 0.0 0.1
0.5 0.4 1.5
0.0 0.0 -0.2
1.7 1.3 -0.1
-0.4 0.5 -0.7
-0.3 1.2 0.6
0.4 -0.2 -0.2
0.5 1.4 0.5
0.2 -0.6 -0.5
-0.8 0.0 0.6
0.9 0.2 -0.2
0.4 0.3 0.0
-0.3 -0.7 -0.1
-0.9 -1.0 -0.4
-0.6 -0.4 0.8
0.1 -0.2 -0.1
0.0 0.1 0.2
-0.4 -0.8 0.4
0.3 -0.6 -0.6
0.0 0.0 0.1
0.1 0.1 -0.4
-0.2 -0.7 0.2
-0.4 0.1 -0.5
0.1 -0.3 0.2
0.0 0.2 0.1



Q: The highest E_tot belongs to which entry?
A: C4H9N3O



Q: Which value of E_tot does entry 3 give?
A: -273772.038 eV